#A
This record from OMol25 describes 3 unconnected molecules or ions with the total composition C4H12NO2. The level of theory is ωB97M-V/def2-TZVPD.

The geometry in XYZ format:
```
19
Properties=species:S:1:pos:R:3:nbo_charge:R:1
C 0.14582 2.88426 0.59593 -0.691
C -0.38510 1.58809 0.05897 0.164
C -1.25868 1.43478 -0.98346 -0.312
C 1.08403 0.47532 1.77542 0.125
N 0.40538 0.40308 0.57282 -0.490
H 1.07724 3.13251 0.17420 0.244
H -0.37794 3.80560 0.42054 0.272
H 0.21077 2.81748 1.68377 0.224
H -1.73302 0.47600 -1.28713 0.242
H -1.94991 2.22734 -1.14674 0.233
H 0.79146 -0.20557 2.47084 0.224
H 1.74543 1.30109 1.70230 0.227
H 0.44634 -0.56293 0.10174 0.494
H -0.92948 -4.92564 -0.00332 0.497
H 0.32374 -4.50767 -0.78927 0.479
O -0.63218 -4.34385 -0.76456 -0.964
H 1.06312 -1.68422 -1.87836 0.505
H -0.32635 -2.52947 -1.40423 0.540
O 0.29934 -1.78618 -1.29946 -1.016
```

For the HOMO energy, the calculation gives -0.5104 hartree. For the LUMO energy, the calculation gives -6.13 eV. The charge is +1.


#B
This record from OMol25 describes a gas-phase ion, C4H12NO2 (charge +1). The level of theory is ωB97M-V/def2-TZVPD.

The geometry in XYZ format:
```
19
Properties=species:S:1:pos:R:3:nbo_charge:R:1
C -0.40251 -1.79666 0.08876 -0.657
C 0.53879 -0.92812 -0.69979 0.071
O 1.89986 -0.84443 -0.23514 -0.760
C 0.25583 0.52623 -0.35445 -0.086
N 0.60111 0.76783 1.08688 -0.703
C -1.08804 1.01008 -0.73391 -0.095
O -1.21507 2.11522 0.09917 -0.761
H -1.48714 -1.63011 -0.03738 0.248
H -0.12780 -1.65757 1.19160 0.188
H -0.15654 -2.84268 -0.04968 0.255
H 0.67864 -0.98171 -1.83235 0.233
H 2.24658 -1.74112 0.21382 0.500
H 1.10208 1.08098 -0.92811 0.251
H 0.18247 0.11764 1.67686 0.426
H 0.37259 1.81338 1.32488 0.483
H 1.70796 0.81726 1.29620 0.480
H -1.95521 0.26316 -0.49781 0.194
H -1.06074 1.45797 -1.84639 0.227
H -2.09285 2.45264 0.23682 0.506
```

The SMILES is C[C@H](O)[C@H]([NH3+])CO. For the HOMO energy, the calculation gives -0.5393 hartree. For the LUMO energy, the calculation gives -3.37 eV. The charge is +1.


#C
This record from OMol25 describes 2 unconnected molecules or ions with the total composition C4H12NO2. The level of theory is ωB97M-V/def2-TZVPD.

The geometry in XYZ format:
```
19
Properties=species:S:1:pos:R:3:nbo_charge:R:1
C -1.59161 -0.56683 0.28798 -0.851
C 0.74235 0.74252 -1.75761 -0.413
C 2.09845 -0.82706 -0.43949 -0.421
C -1.54946 0.30739 1.36209 0.831
N 0.91284 -0.01497 -0.46691 -0.596
O -1.80012 -0.09770 2.65839 -0.639
O -1.12629 1.52854 1.17598 -0.604
H -2.10563 -0.03193 -0.64990 0.295
H -0.37710 -0.64369 -0.10124 0.396
H -2.11586 -1.56265 0.39698 0.274
H -0.34732 0.80725 -1.91744 0.202
H 1.20474 1.70548 -1.76666 0.219
H 1.15924 0.12199 -2.54387 0.220
H 3.01617 -0.21723 -0.35383 0.205
H 2.17068 -1.62410 0.37375 0.219
H 2.10388 -1.33871 -1.35520 0.208
H 0.97922 0.64489 0.35649 0.379
H -2.31569 -0.95489 2.70190 0.537
H -1.05852 2.02170 2.03858 0.538
```

For the HOMO energy, the calculation gives -0.4928 hartree. For the LUMO energy, the calculation gives -3.94 eV. The charge is +1.


#D
This record from OMol25 describes 2 unconnected molecules or ions with the total composition C4H12NO2. The level of theory is ωB97M-V/def2-TZVPD.

The geometry in XYZ format:
```
19
Properties=species:S:1:pos:R:3:nbo_charge:R:1
O -0.18899 1.82765 -0.79364 -0.491
C -1.02106 0.96144 -0.76951 0.420
C -0.68665 -0.46506 -0.38027 -0.160
C -1.62212 -0.99789 0.71126 -0.425
C -1.25617 -0.63604 2.15108 -0.647
N 0.72286 -0.38882 0.09238 -0.682
H -2.07679 1.20061 -0.97731 0.162
H -0.70262 -1.09545 -1.26686 0.254
H -1.53949 -2.08981 0.68539 0.230
H -2.66541 -0.84152 0.43744 0.250
H -0.35796 -1.19048 2.44227 0.204
H -1.15590 0.41803 2.40978 0.225
H -1.99861 -1.08373 2.81454 0.262
H 0.76409 0.15801 0.95161 0.446
H 1.25624 0.14425 -0.61713 0.496
H 1.13277 -1.30609 0.25721 0.439
H 3.75100 -0.72242 -0.90711 0.493
H 3.73119 0.75976 -1.18954 0.503
O 3.13875 0.00586 -1.07985 -0.978
```

For the HOMO energy, the calculation gives -0.5398 hartree. For the LUMO energy, the calculation gives -3.46 eV. The charge is +1.


Stability, lowest: #A


#A
This record from OMol25 describes ClH2O2PS2 in the gas phase. The level of theory is ωB97M-V/def2-TZVPD.

The geometry in XYZ format:
```
8
Properties=species:S:1:pos:R:3:nbo_charge:R:1
O 0.18310 -0.09478 0.66004 -0.988
P -0.63759 -0.78404 -0.44922 1.637
O 0.58187 -0.94539 -1.42607 -0.947
S -1.45463 -2.52688 0.18050 -0.525
S -1.85627 0.90111 -1.21763 -0.016
Cl -3.58635 0.66833 0.60059 -0.176
H -0.24954 0.46002 1.23504 0.516
H 0.37736 -1.54587 -2.05057 0.501
```

The SMILES is OP(O)(=S)SCl. For the HOMO energy, the calculation gives -0.3427 hartree. For the LUMO energy, the calculation gives -3.20 eV. The charge is 0.


#B
This record from OMol25 describes ClH2O2PS2 in the gas phase. The level of theory is ωB97M-V/def2-TZVPD.

The geometry in XYZ format:
```
8
Properties=species:S:1:pos:R:3:nbo_charge:R:1
O -1.06529 -0.11332 -1.10066 -0.974
P 0.26501 -0.07315 -0.19296 1.601
O 0.63697 -1.61158 0.21790 -1.015
S 1.76353 0.80667 -0.95646 -0.510
S -0.51078 0.63606 1.69351 -0.044
Cl -0.43167 2.64261 1.60594 -0.107
H -0.81264 -0.00108 -2.01138 0.515
H 0.15486 -2.28623 0.74412 0.534
```

The SMILES is OP(O)(=S)SCl. For the HOMO energy, the calculation gives -0.3469 hartree. For the LUMO energy, the calculation gives -0.41 eV. The charge is 0.


Stability, lowest: #A


#A
This record from OMol25 describes 2 unconnected molecules or ions with the total composition C3H6O3S. The level of theory is ωB97M-V/def2-TZVPD.

The geometry in XYZ format:
```
13
Properties=species:S:1:pos:R:3:nbo_charge:R:1
C -3.50200 -0.20629 0.13273 1.025
C 0.70576 -0.50272 0.38672 -0.672
C -0.74147 0.07554 0.23208 -0.170
O -3.80797 0.80595 -0.28452 -0.510
O -1.37864 -0.44414 -0.95884 -0.696
O -3.32352 -1.20372 0.64902 -0.529
S -0.89004 1.85590 0.17339 0.408
H 1.30635 0.18131 -0.22450 0.195
H 0.86761 -0.29522 1.39308 0.214
H 0.81346 -1.62779 0.11614 0.238
H -1.25154 -0.20899 1.03618 0.196
H -0.75900 -0.29644 -1.64138 0.475
H 0.44591 2.15730 0.15912 -0.175
```

The spin multiplicity is 3. For the HOMO energy (spin up / spin down), the calculation gives -0.1571 / -0.4139 hartree. For the LUMO energy (spin up / spin down), the calculation gives 0.70 / -3.25 eV. The charge is 0.


#B
This record from OMol25 describes 2 unconnected molecules or ions with the total composition C3H6O3S. The level of theory is ωB97M-V/def2-TZVPD.

The geometry in XYZ format:
```
13
Properties=species:S:1:pos:R:3:nbo_charge:R:1
C 0.85377 -0.36004 -1.42226 0.667
C 1.34331 -1.92200 0.22008 -0.292
C -0.56866 3.02583 -0.00428 -0.261
O -0.17925 -0.09643 -0.88131 -0.636
O -1.16490 2.48959 -0.95428 -0.671
O 1.72942 -1.20971 -0.95664 -0.488
S 0.07700 2.32901 1.31725 0.220
H 0.35906 -2.43514 0.04393 0.211
H 1.34614 -1.21921 1.12042 0.206
H 2.26453 -2.62083 0.40277 0.208
H -0.47509 4.16192 -0.07767 0.186
H -1.35763 1.49164 -0.85911 0.516
H 1.23867 0.16803 -2.28618 0.134
```

The spin multiplicity is 3. For the HOMO energy (spin up / spin down), the calculation gives -0.1959 / -0.3489 hartree. For the LUMO energy (spin up / spin down), the calculation gives 0.73 / -2.10 eV. The charge is 0.


Stability, lowest: #A